Record 1
Molecular formula: C17H19F3N2O9
Method: DFT, the ωB97M-V functional and the def2-TZVPD basis

Last column: Löwdin spin population.
CARTESIAN COORDINATES (ANGSTROEM)
C: -5.037 4.026 -1.475  0.000
C: -4.362 3.317 -0.312  0.000
O: -3.009 3.455 -0.620  0.000
C: -2.821 3.907 -1.912  0.000
O: -1.726 4.157 -2.489  0.000
O: -4.044 4.142 -2.464  0.000
F: -4.753 2.056 -0.442  0.000
H: -5.431 4.996 -1.172  0.000
H: -5.919 3.485 -1.817  0.000
H: -4.571 3.655 0.703  0.000
C: 0.050 1.533 -1.039  0.000
C: -0.879 1.156 0.040  0.000
O: -0.166 0.396 0.961  0.000
C: 1.104 0.182 0.534  0.000
O: 1.882 -0.773 0.831  0.000
O: 1.186 0.785 -0.692  0.000
F: -1.871 0.476 -0.460  0.000
H: 0.345 2.570 -1.200  0.000
H: -0.339 1.166 -1.989  0.000
H: -1.243 2.141 0.332  0.000
C: -4.137 -0.510 -4.710  0.000
C: -3.657 0.208 -3.486  0.000
O: -4.913 0.763 -3.051  0.000
C: -5.804 0.765 -3.996  0.000
O: -6.971 1.201 -3.848  0.000
O: -5.272 0.179 -5.042  0.000
F: -2.756 1.143 -3.722  0.000
H: -4.395 -1.568 -4.680  0.000
H: -3.406 -0.324 -5.497  0.000
H: -3.207 -0.495 -2.784  0.000
N: 4.261 -2.844 0.413  0.070
C: 3.690 -3.780 1.333  0.324
C: 4.516 -4.886 1.358  0.021
C: 5.577 -4.619 0.458  0.255
C: 5.254 -3.415 -0.240  0.293
H: 3.833 -1.963 0.169  -0.001
H: 2.845 -3.438 1.911  0.012
H: 4.361 -5.783 1.939  -0.004
H: 6.451 -5.238 0.312  0.009
H: 5.859 -2.811 -0.900  0.010
N: 4.122 -1.680 4.058  0.004
C: 3.230 -0.660 4.005  0.000
C: 3.306 0.010 5.241  0.000
C: 4.322 -0.641 5.958  0.000
C: 4.828 -1.667 5.251  0.000
H: 4.302 -2.330 3.306  0.004
H: 2.555 -0.558 3.168  0.000
H: 2.645 0.803 5.559  0.000
H: 4.644 -0.198 6.889  0.000
H: 5.521 -2.493 5.311  0.000

Output
ΔE to the lowest compared entry with this formula, charge and spin (kcal/mol): 0.0
Highest occupied orbital energy (spin up / spin down) (eV): -10.5 / -10.5
Gap between HOMO and LUMO (spin up / spin down) (eV): 6.88 / 2.90
Total energy (eV): -47487.0631
Charge: +1
LUMO (spin up / spin down) (eV): -3.615 / -7.597
2S+1: 2



Record 2
Molecular formula: C17H19FN
Method: DFT, the ωB97M-V functional and the def2-TZVPD basis

Last column: natural (NBO) charge in e.
CARTESIAN COORDINATES (ANGSTROEM)
F: -0.560 -2.149 5.182  -0.292
C: -0.479 -1.232 4.167  0.497
C: -1.648 -0.612 3.730  -0.286
C: -1.567 0.220 2.620  -0.082
C: -0.346 0.416 1.923  -0.169
C: -0.403 0.969 0.560  0.054
C: 0.616 1.844 -0.049  -0.161
C: 0.196 2.960 -0.816  -0.119
C: 1.087 3.633 -1.645  -0.210
C: 2.441 3.262 -1.673  -0.117
C: 2.887 2.220 -0.853  -0.229
C: 1.985 1.508 -0.058  -0.081
C: 0.831 -0.074 2.531  -0.088
C: 0.764 -0.977 3.594  -0.283
H: -2.598 -0.797 4.227  0.265
H: -2.464 0.720 2.245  0.234
H: -1.416 1.297 0.314  0.249
H: -0.857 3.251 -0.774  0.228
H: 0.729 4.447 -2.280  0.245
H: 3.139 3.782 -2.332  0.242
H: 3.942 1.938 -0.842  0.240
H: 2.339 0.644 0.501  0.206
H: 1.808 0.223 2.161  0.226
H: 1.660 -1.472 3.965  0.262
C: -1.344 -2.985 -1.965  -0.404
C: -0.782 -2.088 -3.090  -0.403
C: -0.317 -0.778 -2.406  -0.217
N: -0.681 -0.898 -1.027  -0.544
C: -1.195 -2.179 -0.653  -0.216
H: -2.397 -3.211 -2.145  0.223
H: -0.790 -3.924 -1.901  0.224
H: 0.055 -2.575 -3.594  0.224
H: -1.557 -1.870 -3.827  0.223
H: 0.773 -0.626 -2.545  0.181
H: -0.821 0.097 -2.852  0.188
H: -0.333 -0.224 -0.300  0.321
H: -2.170 -2.054 -0.151  0.187
H: -0.529 -2.706 0.060  0.179

Output
Highest occupied orbital energy (eV): -11.5
Gap between HOMO and LUMO (eV): 5.33
Total energy (eV): -22135.3572
Charge: +1
LUMO (eV): -6.211
2S+1: 1



Record 3
Molecular formula: C17H19N3
Method: DFT, the ωB97M-V functional and the def2-TZVPD basis

Last column: natural (NBO) charge in e.
CARTESIAN COORDINATES (ANGSTROEM)
C: 0.905 -1.167 1.113  -0.034
C: 1.837 0.089 0.985  -0.593
C: 3.228 -0.059 0.836  0.273
N: 4.396 -0.032 0.686  -0.444
C: 1.560 1.259 1.743  0.285
N: 1.337 2.286 2.269  -0.416
C: -0.529 -0.548 0.988  -0.086
C: -0.903 0.733 0.510  -0.112
C: -2.169 1.246 0.866  -0.226
C: -3.062 0.472 1.644  -0.197
C: -2.711 -0.833 2.023  -0.220
C: -1.450 -1.318 1.681  -0.211
H: 1.079 -1.512 2.139  0.221
H: -0.251 1.347 -0.137  0.239
H: -2.450 2.278 0.577  0.227
H: -3.975 0.906 2.061  0.220
H: -3.338 -1.496 2.625  0.217
H: -1.106 -2.319 1.950  0.195
C: 0.308 -4.546 -0.823  -0.424
C: 0.050 -3.440 0.227  -0.215
N: 1.101 -2.287 0.181  -0.217
C: 1.063 -1.697 -1.195  -0.235
C: 1.307 -2.743 -2.265  -0.435
C: 1.527 -4.139 -1.659  -0.206
C: 2.722 -4.083 -0.704  -0.429
C: 2.463 -3.042 0.392  -0.219
H: 0.488 -5.519 -0.326  0.222
H: -0.583 -4.672 -1.465  0.226
H: -0.932 -3.015 0.022  0.244
H: 0.097 -3.884 1.227  0.222
H: 0.052 -1.274 -1.256  0.232
H: 1.826 -0.906 -1.176  0.267
H: 0.439 -2.724 -2.929  0.222
H: 2.181 -2.405 -2.831  0.231
H: 1.702 -4.853 -2.465  0.234
H: 2.884 -5.070 -0.239  0.222
H: 3.649 -3.842 -1.241  0.233
H: 3.253 -2.298 0.403  0.273
H: 2.367 -3.523 1.371  0.215

Output
ΔE to the lowest compared entry with this formula, charge and spin (kcal/mol): 63.7
Highest occupied orbital energy (eV): -6.9
Gap between HOMO and LUMO (eV): 6.92
Total energy (eV): -22404.3306
LUMO (eV): 0.032
2S+1: 1



Record 4
Molecular formula: C17H19N5O4S2V
Method: DFT, the ωB97M-V functional and the def2-TZVPD basis

Last column: Löwdin spin population.
CARTESIAN COORDINATES (ANGSTROEM)
V: 0.321 -1.800 -1.158  1.903
C: -0.758 2.341 -2.121  0.002
C: -0.614 0.863 -1.988  0.018
N: 0.448 0.277 -1.585  -0.001
N: 1.636 0.913 -1.376  0.001
C: 2.740 0.173 -1.654  0.006
N: 3.922 0.760 -1.492  0.006
S: 2.591 -1.402 -2.230  -0.012
C: -1.690 -0.082 -2.390  0.008
C: -2.972 0.339 -2.687  0.003
C: -3.890 -0.601 -3.147  0.012
C: -3.497 -1.916 -3.293  0.001
C: -2.199 -2.268 -2.941  0.016
N: -1.318 -1.376 -2.504  0.006
H: 0.174 2.780 -2.480  0.000
H: -0.992 2.782 -1.149  0.001
H: -1.543 2.612 -2.820  0.000
H: 1.667 1.868 -1.049  0.000
H: 4.024 1.714 -1.187  0.000
H: 4.755 0.228 -1.680  0.000
H: -3.266 1.370 -2.561  0.000
H: -4.900 -0.299 -3.387  0.001
H: -4.177 -2.674 -3.655  0.000
H: -1.853 -3.293 -2.995  0.001
C: 0.251 3.702 4.299  0.000
C: 0.187 2.400 3.553  0.000
C: 1.298 1.563 3.474  0.000
C: 1.229 0.345 2.816  0.000
C: 0.035 -0.038 2.228  0.000
C: -1.087 0.778 2.286  0.000
C: -1.001 1.991 2.946  0.000
S: -0.080 -1.625 1.472  0.003
O: -1.026 -1.398 0.302  -0.008
O: -0.502 -2.603 2.419  0.000
N: 1.279 -1.895 0.707  0.017
C: 1.875 -3.228 0.825  0.007
C: 1.186 -4.236 -0.102  0.006
O: 1.209 -5.417 0.076  -0.003
O: 0.551 -3.664 -1.144  0.007
H: 1.278 3.985 4.520  0.000
H: -0.285 3.621 5.246  0.000
H: -0.215 4.506 3.729  0.000
H: 2.227 1.864 3.941  0.000
H: 2.095 -0.301 2.755  0.000
H: -2.015 0.459 1.830  0.000
H: -1.875 2.628 3.004  0.000
H: 1.865 -3.607 1.846  0.000
H: 2.915 -3.141 0.503  0.000

Output
ΔE to the lowest compared entry with this formula, charge and spin (kcal/mol): 0.0
Highest occupied orbital energy (spin up / spin down) (eV): -11.5 / -11.8
Gap between HOMO and LUMO (spin up / spin down) (eV): 7.43 / 7.47
Total energy (eV): -80932.5491
Charge: +1
LUMO (spin up / spin down) (eV): -4.066 / -4.306
2S+1: 3



Record 5
Molecular formula: C17H19NO
Method: DFT, the ωB97M-V functional and the def2-TZVPD basis

Last column: natural (NBO) charge in e.
CARTESIAN COORDINATES (ANGSTROEM)
C: 1.538 3.011 0.814  -0.421
C: 2.550 4.097 0.618  -0.603
C: 1.932 1.698 1.512  -0.050
C: 1.290 1.431 2.669  -0.181
C: 2.796 0.826 0.971  -0.201
C: 1.586 0.254 3.293  -0.290
C: 3.116 -0.355 1.594  -0.256
C: 2.330 -0.724 2.637  0.279
O: 2.371 -2.025 2.971  -0.660
H: 0.582 3.456 1.066  0.212
H: 1.325 2.625 -0.268  0.195
H: 2.850 3.965 -0.482  0.209
H: 0.638 2.213 3.063  0.215
H: 3.150 0.872 -0.037  0.213
H: 1.105 0.260 4.358  0.218
H: 3.843 -1.133 1.341  0.229
H: 2.146 -2.041 3.930  0.477
H: 3.570 4.009 1.350  0.205
H: 2.076 5.035 0.696  0.209
C: -2.026 0.006 -3.973  -0.671
C: -1.966 -1.171 -1.702  -0.080
C: -2.692 -0.759 -2.903  -0.099
C: -2.777 -2.239 -1.238  0.130
C: -3.902 -1.352 -2.918  -0.049
C: -0.470 -1.624 0.208  -0.214
C: -1.316 -2.585 0.760  -0.224
C: -0.729 -0.900 -1.017  -0.207
C: -2.442 -2.896 0.029  -0.218
N: -4.103 -2.108 -1.798  -0.549
H: 0.481 -1.510 0.670  0.214
H: -1.141 -3.153 1.708  0.224
H: 0.012 -0.255 -1.452  0.217
H: -2.919 -3.880 0.122  0.202
H: -1.008 -0.177 -4.389  0.236
H: -2.237 1.059 -3.550  0.223
H: -4.450 -0.995 -3.800  0.228
H: -4.748 -2.987 -1.836  0.408
H: -2.361 0.055 -5.019  0.227

Output
ΔE to the lowest compared entry with this formula, charge and spin (kcal/mol): 127.6
Highest occupied orbital energy (eV): -7.7
Gap between HOMO and LUMO (eV): 8.57
Total energy (eV): -21470.7005
LUMO (eV): 0.826
2S+1: 1



Record 6
Molecular formula: C17H19NO2
Method: DFT, the ωB97M-V functional and the def2-TZVPD basis

Last column: natural (NBO) charge in e.
CARTESIAN COORDINATES (ANGSTROEM)
C: 0.079 0.974 0.588  -0.078
C: 1.468 0.981 0.414  -0.140
C: -1.107 1.211 0.803  0.065
C: 2.696 0.971 0.402  0.129
O: -6.330 2.399 1.622  -0.650
O: -5.202 3.739 -0.471  -0.550
C: -3.136 0.715 1.640  -0.142
C: -4.513 0.919 1.922  -0.267
C: -3.138 2.534 0.018  -0.215
C: -2.502 1.526 0.780  -0.175
C: -5.066 2.067 1.307  0.260
C: -4.468 2.820 0.257  0.271
N: 4.662 -0.377 1.012  -0.464
C: -4.947 5.148 -0.413  -0.241
C: 4.175 0.877 0.444  -0.295
C: 5.858 -0.892 0.311  -0.215
C: 3.755 -1.437 1.596  -0.222
C: 5.400 -1.929 -0.704  -0.406
C: 3.433 -2.604 0.703  -0.415
C: 4.729 -3.086 0.030  -0.409
H: -6.473 3.231 1.170  0.481
H: -2.652 -0.027 2.306  0.228
H: -5.008 0.220 2.664  0.240
H: -2.570 3.071 -0.701  0.225
H: -3.862 5.309 -0.191  0.189
H: -5.674 5.555 0.202  0.179
H: -5.116 5.662 -1.345  0.193
H: 4.621 1.709 0.960  0.212
H: 4.537 0.932 -0.610  0.205
H: 6.399 -0.096 -0.199  0.198
H: 6.566 -1.334 0.981  0.190
H: 2.858 -1.047 2.039  0.223
H: 4.312 -1.940 2.465  0.184
H: 6.311 -2.358 -1.281  0.195
H: 4.813 -1.510 -1.508  0.202
H: 3.100 -3.499 1.414  0.202
H: 2.578 -2.468 -0.020  0.213
H: 4.593 -3.839 -0.687  0.208
H: 5.458 -3.489 0.718  0.194

Output
ΔE to the lowest compared entry with this formula, charge and spin (kcal/mol): 178.4
Highest occupied orbital energy (eV): -7.8
Gap between HOMO and LUMO (eV): 8.48
Total energy (eV): -23516.4659
LUMO (eV): 0.645
2S+1: 1